(1)
The following is a quantum chemistry calculation of a 14-piece molecular cluster, H28O14 overall in a non-equilibrium geometry, from the Open Molecules 2025 dataset.

Computed properties:
Charge: 0
HOMO energy (Eh): -0.370
Lowest unoccupied orbital energy (eV): -0.18
Electronic energy (a.u.): -1070.13887
Multiplicity: 1

Geometry as XYZ:
```
42
H28O14, DFT wB97M-V/def2-TZVPD
H 0.616 -2.488 0.983
O -1.107 2.253 0.978
H 0.769 4.432 -0.687
H 2.386 1.039 1.360
H 1.186 2.270 -1.880
H -1.115 -3.461 1.821
H -0.271 -0.554 3.064
H 2.860 -1.316 -2.380
O -1.210 -2.666 1.284
O -1.033 -0.240 2.585
H -4.648 -1.061 1.988
H -0.443 -1.816 -2.733
O 3.291 -0.283 0.736
H 3.827 -0.344 1.534
H 1.970 -1.631 1.098
H -1.989 -2.801 0.698
H -1.457 3.108 1.210
H 1.956 2.223 2.183
H -0.156 0.521 -3.211
O 1.751 1.752 1.343
O 0.398 3.640 -1.062
H -0.736 -0.265 0.105
H -1.680 -2.618 -3.036
O -0.847 0.709 -2.585
O 0.167 -0.276 -0.273
O -3.883 -1.599 1.895
O -1.225 -2.177 -2.360
H -2.515 0.822 -0.140
O 1.978 1.776 -1.955
H 0.577 0.380 0.260
H -1.288 -0.837 1.898
H -3.269 -1.170 1.304
H -2.975 -0.081 -1.276
H -0.100 3.230 -0.312
H 3.859 -0.675 0.044
O -2.694 -0.071 -0.368
O 1.466 -2.381 1.472
O 2.034 -1.527 -2.003
H -0.192 2.165 1.258
H -0.492 0.361 -1.739
H 2.528 2.396 -1.523
H 1.723 -0.720 -1.563
```

---

(2)
The following is a quantum chemistry calculation of C17H41AlO10P3 as an isolated structure in a non-equilibrium geometry, from the Open Molecules 2025 dataset.

Computed properties:
Charge: -1
HOMO energy (Eh): -0.143
Lowest unoccupied orbital energy (eV): -1.01
Electronic energy (a.u.): -2690.80291
Multiplicity: 1

Geometry as XYZ:
```
72
C17H41AlO10P3, DFT wB97M-V/def2-TZVPD
C 0.671 4.767 0.216
C 0.957 1.212 -4.061
C -0.400 -0.961 0.898
O 3.135 -1.404 1.922
H -7.253 -3.104 1.500
O -4.090 -0.545 0.713
H -6.083 -4.057 0.545
H -1.096 0.367 5.084
C 1.398 4.925 -1.282
H 3.145 -2.236 1.329
H -5.197 -0.939 -3.445
H -0.718 1.936 4.062
C 2.995 -3.685 -3.579
H 0.132 -1.168 3.604
P 3.379 -0.007 0.855
O 0.486 -0.099 -3.819
H 0.100 1.869 -4.222
C -4.754 -2.484 2.643
H 0.034 1.677 -0.923
H 1.812 5.371 2.094
H 3.364 -2.506 -6.111
C 4.954 0.989 1.425
H 0.661 -1.370 0.541
H 0.378 1.406 6.799
O -4.858 -0.864 -1.429
C -6.778 -3.215 0.517
C 1.770 3.069 2.106
O 1.030 1.752 -0.853
H 4.060 -1.323 -4.968
H 2.773 2.977 2.745
H 4.625 2.063 1.755
H -1.019 1.045 1.922
H 1.389 2.374 5.472
H 3.198 -4.390 -2.775
P 1.732 -1.238 -3.441
H 3.304 -0.786 -6.484
C -0.079 0.346 1.847
H 1.578 0.146 3.443
H 0.053 5.744 0.402
C 1.876 4.488 1.293
H 1.590 1.228 -4.952
H -5.276 -1.523 2.692
O 2.978 -2.377 -3.062
H 2.078 -3.970 -4.103
H -0.101 3.857 0.208
H 1.522 1.568 -3.197
O -6.160 -1.986 0.189
H -5.963 -2.239 -2.503
H -4.198 -2.258 -2.793
C -5.066 -1.623 -2.604
H 2.913 4.635 0.721
C 2.105 4.743 -2.509
C 0.401 -0.046 3.379
O 0.659 -2.233 -2.984
H 2.801 4.390 -3.413
O -4.198 -2.769 1.382
H 3.844 -3.773 -4.284
H 5.621 1.081 0.454
H -3.974 -2.522 3.400
H -1.059 -0.730 -0.045
C 0.868 1.334 5.731
C 3.242 -1.510 -5.667
Al 1.481 1.407 0.942
H -7.574 -3.439 -0.199
H 0.902 3.119 2.923
O 1.963 -1.455 -5.064
H 1.712 0.501 5.748
H -5.471 -3.286 2.901
H -0.973 -1.757 1.572
C -0.246 0.960 4.541
P -4.528 -1.817 -0.023
H 5.445 0.351 2.279
```

---

(3)
The following is a quantum chemistry calculation of a 2-piece molecular cluster, C5H12Se2 overall in a non-equilibrium geometry, from the Open Molecules 2025 dataset.

Computed properties:
Charge: 0
HOMO energy (alpha / beta) (Eh): -0.291 / -0.291
Lowest unoccupied orbital energy (alpha / beta) (eV): -2.00 / -2.00
Electronic energy (a.u.): -5000.40418
Multiplicity: 1

Geometry as XYZ:
```
19
C5H12Se2, DFT wB97M-V/def2-TZVPD
C -0.412 0.039 1.951
Se 2.140 -1.534 0.565
H 1.564 0.894 1.188
H 1.743 0.717 -0.654
C 1.345 0.287 0.285
H -0.815 1.375 -1.336
C -0.283 0.217 0.353
H -0.003 -0.251 -4.062
H -1.802 -1.006 -0.842
H -1.346 -0.504 2.297
H -0.615 1.005 2.494
Se 0.324 -1.403 -3.263
C -0.962 1.441 -0.206
H -0.429 -1.957 -0.191
H 2.254 -1.823 -0.863
C -0.883 -0.992 -0.226
H 0.519 -0.336 2.369
H -2.019 1.543 0.043
H -0.320 2.288 0.097
```

---

(4)
The following is a quantum chemistry calculation of a 2-piece molecular cluster, C4H7NO4 overall in a non-equilibrium geometry, from the Open Molecules 2025 dataset.

Computed properties:
Charge: 0
HOMO energy (alpha / beta) (Eh): -0.385 / -0.355
Lowest unoccupied orbital energy (alpha / beta) (eV): -1.64 / -2.89
Electronic energy (a.u.): -512.08996
Multiplicity: 1

Geometry as XYZ:
```
16
C4H7NO4, DFT wB97M-V/def2-TZVPD
O -3.803 -1.722 -2.271
C -0.485 -0.916 0.350
H 2.180 -0.072 -0.147
C 0.491 0.049 1.183
H -0.220 -1.147 -0.682
C 1.359 1.932 -0.382
H 0.760 2.624 0.215
C 1.679 0.704 0.440
O -0.862 0.359 0.560
H 0.815 1.668 -1.290
H 2.389 0.975 1.225
O 0.520 -0.198 2.394
N -3.064 -2.009 -1.318
H -0.913 -1.678 0.997
H 2.280 2.449 -0.666
O -3.125 -3.018 -0.608
```

---

(5)
The following is a quantum chemistry calculation of an isolated ion of composition C6H10N and charge +1 in a non-equilibrium geometry, from the Open Molecules 2025 dataset.

Computed properties:
Charge: +1
HOMO energy (Eh): -0.542
Lowest unoccupied orbital energy (eV): -4.16
SMILES string: C[N+](C)=C1[C@H]2C[C@@H]12
Electronic energy (a.u.): -288.96090
Multiplicity: 1

Geometry as XYZ:
```
17
C6H10N, DFT wB97M-V/def2-TZVPD
H 1.302 -1.778 0.672
H 0.511 -2.171 -1.946
H -0.256 -2.897 0.103
C -0.414 1.223 1.135
H 0.608 3.061 1.669
H -1.123 2.536 -0.732
H -0.194 -1.596 1.583
C 0.694 2.304 0.921
H -0.879 1.075 2.088
C -0.353 0.385 -0.059
H 1.785 1.990 0.688
C -0.381 2.112 -0.061
C -0.146 -1.336 -1.788
H -0.009 -0.505 -2.464
H -1.183 -1.662 -1.994
N -0.144 -0.874 -0.409
C 0.183 -1.865 0.593
```

---

(6)
The following is a quantum chemistry calculation of a 2-piece molecular cluster, C3H11NO overall in a non-equilibrium geometry, from the Open Molecules 2025 dataset.

Computed properties:
Charge: 0
HOMO energy (Eh): -0.327
Lowest unoccupied orbital energy (eV): 0.78
SMILES string: CCNC.O
Electronic energy (a.u.): -250.86287
Multiplicity: 1

Geometry as XYZ:
```
16
C3H11NO, DFT wB97M-V/def2-TZVPD
H 0.724 2.075 -1.088
H 1.050 -0.446 -1.147
H -1.069 -2.193 -0.889
H 0.009 1.895 0.545
H 0.200 0.337 2.894
H -0.406 -1.439 -2.373
H 1.585 0.594 3.559
N -1.069 -0.079 -0.943
C -1.195 -1.364 -1.606
H 1.706 1.404 0.252
H -1.750 -0.137 -0.175
C 0.695 1.438 -0.187
C 0.291 -0.003 -0.474
H -2.176 -1.472 -2.099
H 0.398 -0.484 0.517
O 1.007 -0.125 3.216
```

---

(7)
The following is a quantum chemistry calculation of a 2-piece molecular cluster, C16H24N2O overall in a non-equilibrium geometry, from the Open Molecules 2025 dataset.

Computed properties:
Charge: 0
HOMO energy (Eh): -0.288
Lowest unoccupied orbital energy (eV): 0.53
Electronic energy (a.u.): -808.33861
Multiplicity: 1

Geometry as XYZ:
```
43
C16H24N2O, DFT wB97M-V/def2-TZVPD
H 0.026 -1.963 -1.481
C 4.806 0.438 0.177
O 4.736 1.626 -0.168
C -2.678 -1.927 0.148
H -1.085 -0.927 1.035
C 1.795 -1.321 -0.688
C -3.228 -0.579 -0.878
H -1.384 1.315 -2.812
H 4.254 -1.526 0.073
H -3.465 -1.142 -1.706
H -3.100 -0.507 2.992
H 6.491 -1.143 0.190
H -0.551 1.104 0.553
H -1.628 -0.686 -2.969
H -3.606 -2.249 0.422
H -3.452 1.963 -0.293
H 2.234 -2.368 -0.632
C 0.611 -1.093 -1.295
C 1.047 1.017 -1.352
H -2.876 1.881 2.380
H -2.199 2.401 -1.083
C -1.341 0.385 -1.989
H -4.121 -0.258 -0.417
C 2.647 -0.056 -0.441
C -2.035 -1.299 1.486
H 6.043 -0.697 1.757
C -1.372 1.525 0.797
C -2.756 -0.275 2.149
N -2.331 0.304 -1.192
C 6.141 -0.310 0.772
C 2.281 0.986 -0.894
H -3.740 -0.198 1.588
H 7.108 0.283 0.868
H -2.129 -2.531 -0.469
H -1.213 0.998 2.961
H 2.884 1.852 -0.930
C 0.108 0.183 -1.679
H -1.794 -2.086 1.857
C -2.325 1.410 -0.401
N 3.895 -0.424 -0.028
H 0.619 1.870 -1.778
H -1.256 2.775 1.214
C -2.060 1.247 2.158
```

---

(8)
The following is a quantum chemistry calculation of C25H39AlN2O19PS as an isolated structure in a non-equilibrium geometry, from the Open Molecules 2025 dataset.

Computed properties:
Charge: -1
HOMO energy (Eh): -0.153
Lowest unoccupied orbital energy (eV): 1.98
Electronic energy (a.u.): -3497.13135
Multiplicity: 1

Geometry as XYZ:
```
88
C25H39AlN2O19PS, DFT wB97M-V/def2-TZVPD
C -0.610 -1.504 -1.996
C -5.396 -0.889 2.419
N 5.098 -3.547 0.560
O 1.569 0.613 -3.958
H -5.474 0.535 4.063
C 3.555 0.623 -0.595
H -12.457 -1.219 6.524
H 10.019 -3.970 -3.623
C 3.027 2.911 -0.195
H -5.620 -0.894 1.349
H -12.567 -2.662 3.816
H -0.123 -0.927 -2.782
C 1.401 -1.813 -0.416
O -15.346 -3.649 6.162
C 9.069 -3.085 -0.841
C -3.934 -1.173 2.640
C 4.311 8.196 -2.985
H -10.270 -2.311 4.469
H -10.609 -2.695 6.159
H 1.033 -1.008 0.219
O -7.308 0.052 3.259
H 1.749 7.628 -3.651
O 3.050 6.902 -1.353
C 9.738 -2.971 -3.297
O -2.310 -1.032 -0.011
C 4.659 0.841 0.196
C 0.298 -2.475 -1.255
H 2.391 3.776 -0.315
H 1.828 -2.551 0.266
H 3.906 -3.516 -1.366
H 9.966 -2.491 -0.653
C -12.352 -2.650 4.888
H 5.004 -2.639 -2.382
H 1.861 1.607 -1.423
O -0.477 0.637 -0.324
O 4.549 -3.202 1.535
H 2.479 6.217 -4.453
H 3.619 9.030 -3.111
H -12.769 -0.509 4.924
O 8.035 -1.678 -2.529
H -5.796 1.254 2.468
H -0.951 1.448 -0.091
C 4.140 2.983 0.584
S -1.508 -0.355 -0.988
C 8.625 -2.962 -2.278
O -14.278 -1.717 5.704
H 7.871 -3.721 -2.503
H -3.641 -0.958 3.671
N 4.987 1.988 0.793
O 1.545 5.857 -2.628
H 8.290 -2.719 -0.173
C -5.915 0.363 3.079
C 2.735 1.715 -0.791
H 0.750 -3.157 -1.975
H 4.342 0.222 -4.065
H -10.657 -3.969 4.952
C -7.401 -1.293 3.371
H -1.398 -2.077 -2.478
C -12.887 -1.399 5.537
C -14.367 -3.068 5.824
H 4.356 3.930 1.073
Al 2.998 -1.112 -1.470
C 3.571 6.912 -2.694
H 10.627 -2.436 -2.954
H -3.715 -2.223 2.455
O 1.380 5.736 -0.384
O -2.314 0.430 -1.886
C 4.440 -2.560 -1.450
O -13.188 -3.654 5.507
C 2.309 6.702 -3.495
O -8.386 -1.870 3.720
P 2.463 -0.816 -3.766
C -10.887 -2.918 5.127
H 2.133 1.330 -4.265
H -3.323 -0.570 1.974
H 4.902 8.099 -3.896
H 4.975 8.448 -2.160
O 5.350 -2.469 -0.303
H 4.246 6.057 -2.791
H 5.332 0.007 0.355
C 8.249 -1.372 -3.833
H 9.286 -4.124 -0.594
O -6.238 -1.889 3.044
C 1.934 6.128 -1.357
O 9.159 -2.230 -4.379
O 3.912 -0.486 -4.564
O 7.729 -0.484 -4.421
H -0.336 -3.068 -0.589
```

---

(9)
The following is a quantum chemistry calculation of a 2-piece molecular cluster, C3H2F2O overall in a non-equilibrium geometry, from the Open Molecules 2025 dataset.

Computed properties:
Charge: 0
HOMO energy (alpha / beta) (Eh): -0.296 / -0.297
Lowest unoccupied orbital energy (alpha / beta) (eV): -2.51 / -2.53
Electronic energy (a.u.): -390.22437
Multiplicity: 1

Geometry as XYZ:
```
8
C3H2F2O, DFT wB97M-V/def2-TZVPD
C -1.209 -1.306 0.131
O -0.777 1.838 -0.039
H -2.074 -1.745 0.003
F 1.781 -0.014 -0.940
H -0.699 2.470 -0.778
C 1.175 -0.313 0.191
F 1.903 -0.063 1.218
C -0.101 -0.868 0.214
```

---

(10)
The following is a quantum chemistry calculation of C16H18LuN3O4Se4Si as an isolated structure in a non-equilibrium geometry, from the Open Molecules 2025 dataset.

Computed properties:
Charge: -2
HOMO energy (Eh): -0.077
Lowest unoccupied orbital energy (eV): 4.27
Electronic energy (a.u.): -12216.84938
Multiplicity: 1

Geometry as XYZ:
```
47
C16H18LuN3O4Se4Si, DFT wB97M-V/def2-TZVPD
H 4.132 13.102 9.637
H 12.707 10.174 9.307
C 8.777 12.367 8.750
O 9.321 3.933 10.125
Se 10.410 12.182 3.832
N 9.868 11.628 8.420
C 6.475 8.716 7.812
C 9.827 6.532 9.272
O 7.299 4.508 10.866
C 10.937 12.117 10.538
Se 8.498 12.822 5.124
Lu 8.599 10.447 6.887
H 6.244 15.562 8.206
H 7.868 13.635 10.350
H 5.556 14.899 6.678
Si 6.104 12.913 8.032
C 7.600 8.011 8.389
C 9.894 7.701 8.495
H 3.980 12.638 6.856
H 5.100 11.735 9.995
C 9.902 12.970 10.897
N 8.835 8.419 8.083
H 5.365 12.081 5.898
H 11.985 10.415 7.783
H 10.001 13.616 11.770
Se 11.367 10.420 4.920
C 10.973 11.566 9.264
H 5.573 13.408 10.541
Se 9.555 8.834 4.662
C 12.209 10.937 8.735
C 6.354 14.763 7.486
C 7.462 6.770 9.157
C 4.926 12.034 6.860
H 6.441 6.445 9.348
N 7.692 12.191 8.042
H 11.801 11.850 11.202
C 5.186 12.763 9.764
H 4.709 10.978 7.043
C 8.851 13.145 9.995
O 6.745 9.515 6.797
H 12.989 11.721 8.410
H 10.754 6.014 9.555
C 8.554 6.030 9.567
C 8.335 4.709 10.220
H 10.885 7.956 8.128
H 7.275 14.838 6.967
O 5.323 8.582 8.240
```

---

(11)
The following is a quantum chemistry calculation of an isolated ion of composition CH4NO2 and charge +1 in a non-equilibrium geometry, from the Open Molecules 2025 dataset.

Computed properties:
Charge: +1
HOMO energy (alpha / beta) (Eh): -0.561 / -0.561
Lowest unoccupied orbital energy (alpha / beta) (eV): -6.75 / -6.75
Electronic energy (a.u.): -245.19391
Multiplicity: 1

Geometry as XYZ:
```
8
CH4NO2, DFT wB97M-V/def2-TZVPD
C 0.209 0.508 -0.300
O 2.676 -0.040 0.363
H -1.563 0.289 0.518
H -0.121 1.489 -0.481
N -0.874 -0.325 0.074
H -1.281 -0.705 -0.842
H -0.392 -1.122 0.509
O 1.346 -0.093 0.159
```

---

(12)
The following is a quantum chemistry calculation of one molecule with the formula C23H24N2O4, from the Open Molecules 2025 dataset.

Computed properties:
Charge: 0
HOMO energy (Eh): -0.287
Lowest unoccupied orbital energy (eV): 0.48
SMILES string: COc1ccccc1NC(=O)Cn1c(CCC(=O)O)ccc1-c1ccc(C)cc1
Electronic energy (a.u.): -1301.36425
Multiplicity: 1

Geometry as XYZ:
```
53
C23H24N2O4, DFT wB97M-V/def2-TZVPD
H 2.268 -0.013 2.978
C 2.821 1.937 -1.305
C -1.788 -2.404 1.174
H 4.286 2.227 2.428
N 1.549 1.828 0.515
C 0.241 0.781 -2.676
H 4.721 2.065 -0.169
C -1.829 -1.348 0.249
H 3.129 1.998 -2.330
C -2.012 1.447 -3.220
H -0.421 2.185 1.133
C -0.804 2.547 -1.445
H -0.426 -3.972 2.866
H -0.927 -0.095 -4.230
H -2.792 3.051 -2.037
C 3.276 0.401 2.934
C 0.409 1.503 1.329
O 0.783 -0.867 1.232
C 3.269 1.836 2.367
H 0.684 1.586 2.382
C 0.304 1.726 -1.652
H -3.367 -4.744 -0.689
C -1.055 -3.188 3.296
H 2.553 -1.098 1.157
H -2.305 -4.464 1.486
O 5.355 -0.497 2.161
H 3.702 0.421 3.938
C -2.337 -3.628 0.806
C 1.524 1.836 -0.861
C 3.652 1.984 -0.174
H -0.762 3.332 -0.702
C 2.851 1.889 0.936
H -3.340 0.289 -4.441
C -3.246 1.303 -4.058
O -1.247 -2.130 2.388
C -2.460 -1.511 -0.973
H -4.138 1.550 -3.486
H -0.546 -2.749 4.152
C -2.945 -3.785 -0.428
H 1.095 0.145 -2.853
H -1.730 0.715 0.219
H -2.008 -3.616 3.623
C 4.159 -0.474 2.052
H -3.197 1.981 -4.911
C -1.944 2.403 -2.214
H 2.627 2.469 2.988
C 0.004 0.050 1.048
C -3.023 -2.727 -1.314
C -0.897 0.648 -3.446
N -1.246 -0.101 0.570
H -2.492 -0.677 -1.659
O 3.529 -1.200 1.135
H -3.510 -2.848 -2.269
```